Record 1
The following is a quantum chemistry calculation of a structure of composition C6H12AlO10S, from the Open Molecules 2025 dataset.

As for the highest occupied orbital energy: -14.00 eV. Its net charge is +1. The HOMO-LUMO gap is 0.1389 Eh. For the relative energy (zero: lowest compared OMol25 entry of this formula, charge and spin), the calculation gives 11.85 kcal per mole.

```
30
Properties=species:S:1:pos:R:3:forces:R:3
Al 0.2727 -0.9650 -0.9510 0.084 0.071 0.749
S 1.4012 -0.2440 -3.8440 -0.884 -1.285 -4.467
O 0.0217 0.1255 -3.5827 -1.849 1.499 -0.076
O 2.0475 0.4261 -2.7924 2.129 2.128 3.679
O 1.4357 -1.6617 -3.5832 0.781 -2.097 0.554
O 1.8667 0.0869 -5.1650 -0.227 -0.064 0.155
C 0.2385 -3.9965 2.5277 -0.066 0.116 -1.486
O 0.8385 -3.0193 3.3447 0.706 1.792 0.065
C 1.4071 -1.9245 2.7970 -0.132 0.166 -0.986
O 1.3774 -1.6097 1.5809 -0.134 -0.813 2.409
O 2.0334 -1.1776 3.7128 -0.407 -0.196 -2.995
C 1.8507 -1.3969 5.0752 -0.835 -0.103 1.478
H 1.0241 -4.4536 1.9261 0.063 -0.905 0.661
H -0.3538 -3.5810 1.7124 -0.535 0.533 0.406
H -0.3919 -4.6001 3.1807 0.495 -0.244 -0.289
H 2.1898 -0.4766 5.5508 0.374 -0.406 0.118
H 2.3349 -2.3138 5.4113 0.249 0.275 0.073
H 0.7891 -1.4799 5.3077 -0.055 -0.097 -0.026
C -3.9114 2.0107 -1.2917 -1.151 -1.367 1.094
O -3.0150 2.7112 -2.0791 4.202 0.408 0.015
C -1.6247 2.5331 -1.7797 -1.121 1.623 -1.252
O -1.0886 1.6477 -1.1224 -0.816 0.859 -1.043
O -0.9948 3.5906 -2.4062 -2.055 -1.889 1.181
C 0.4003 3.6013 -2.5428 1.494 -0.746 0.148
H -4.2395 2.5772 -0.4201 0.500 0.068 0.228
H -3.4823 1.0463 -1.0198 -0.116 0.025 0.345
H -4.8503 1.8000 -1.8037 0.337 0.176 -0.661
H 0.7801 2.6885 -3.0017 -0.378 0.105 -0.674
H 0.9750 3.5718 -1.6171 -0.494 0.578 0.511
H 0.6675 4.4832 -3.1250 -0.161 -0.211 0.086
```
Positions in Å, forces in eV/Å.

Record 2
The following is a quantum chemistry calculation of a structure of composition C6H12AlO14S2, from the Open Molecules 2025 dataset.

As for the highest occupied orbital energy: -5.86 eV. Its net charge is -1. The HOMO-LUMO gap is 0.1163 Eh. For the relative energy (zero: lowest compared OMol25 entry of this formula, charge and spin), the calculation gives 107.59 kcal per mole.

```
35
Properties=species:S:1:pos:R:3:forces:R:3
Al -14.7960 -2.5965 5.7635 0.407 0.095 -0.946
S -13.3717 -5.5466 5.5508 1.742 -1.155 -0.397
O -12.8706 -6.9255 5.3941 -0.798 1.537 0.450
O -13.1277 -4.9005 6.8524 0.287 0.320 0.791
O -12.7749 -4.6355 4.5425 0.110 0.562 -0.162
O -14.8293 -5.4482 5.3527 -1.870 0.495 -0.300
S -15.8189 0.5083 5.8586 -1.320 2.898 0.116
O -16.2375 1.9310 5.9822 0.632 -2.424 -0.190
O -14.5564 0.1951 6.5103 3.179 -0.335 1.331
O -16.6843 -0.4393 6.5678 -1.959 -1.423 0.767
O -15.6346 0.0295 4.5102 -0.254 -0.455 -2.193
C -14.3462 -5.4694 2.0740 1.068 -0.872 0.878
O -14.9949 -4.5381 1.2118 -0.936 1.165 0.266
C -15.5673 -3.4317 1.7798 0.299 0.355 1.449
O -15.3539 -2.9774 2.9072 -0.598 -1.189 -1.965
O -16.4112 -2.8871 0.8812 1.009 -1.471 -0.714
C -17.3418 -1.8774 1.2151 0.259 0.258 0.823
H -14.8667 -5.6621 3.0121 -0.122 0.472 -0.124
H -13.3066 -5.2343 2.3020 -0.220 0.891 0.227
H -14.1888 -6.4465 1.6173 -0.857 0.156 -0.834
H -18.2443 -2.3478 1.6054 0.026 0.082 0.203
H -17.6103 -1.3392 0.3061 0.309 -0.098 0.024
H -16.8709 -1.2266 1.9519 -0.370 0.226 0.060
C -11.4882 -2.6564 1.5812 0.813 0.970 -0.034
O -12.0228 -1.2852 1.5691 -0.313 -1.331 0.198
C -12.5467 -0.8123 2.7022 -1.314 -1.651 2.545
O -13.0404 -1.4326 3.6568 1.148 0.368 -1.913
O -12.4193 0.4749 2.6819 -0.265 1.464 -0.815
C -12.9641 1.3180 3.6961 0.595 1.196 0.593
H -12.0560 -3.4514 1.0977 -0.763 0.542 0.195
H -11.2117 -2.9363 2.5977 -0.190 -0.054 -0.088
H -10.6034 -2.5015 0.9638 0.185 -0.345 0.189
H -13.7171 2.0229 3.3436 -0.475 -0.754 -0.575
H -12.1433 2.0105 3.8826 0.227 -0.228 0.565
H -13.3223 0.8365 4.6061 0.329 -0.268 -0.417
```
Positions in Å, forces in eV/Å.

Record 3
The following is a quantum chemistry calculation of a cluster of 2 separate species, C6H12BrN2 in total, from the Open Molecules 2025 dataset.

As for the highest occupied orbital energy (spin up / spin down): -13.75 / -11.03 eV. Its net charge is +1. The HOMO-LUMO gap (spin up / spin down) is 0.3306 / 0.1643 Eh. For the relative energy (zero: lowest compared OMol25 entry of this formula, charge and spin), the calculation gives 0.00 kcal per mole.

```
21
Properties=species:S:1:pos:R:3:forces:R:3
C -0.8056 -0.7288 -0.1729 -0.786 -3.133 -0.510
C -0.8476 -2.1290 -0.2290 0.835 3.011 1.045
C 0.0790 -0.0405 0.6661 0.943 1.538 1.314
C -1.4689 -2.9358 -1.2439 -1.432 1.315 -2.532
C 1.8359 3.0041 -0.4575 1.214 1.475 0.319
C 1.6931 1.8597 0.4080 -2.012 0.654 -0.950
N 0.4945 -0.5072 1.8679 1.461 2.121 -0.475
N 0.5568 1.1896 0.1991 0.926 -3.621 2.879
Br -3.7867 0.1440 0.2924 -0.063 -0.042 0.073
H -1.4365 -0.1308 -0.7954 0.092 0.173 -0.941
H -0.3386 -2.6458 0.5506 0.763 -0.358 0.450
H -0.7789 -3.3639 -2.0307 -0.495 0.541 1.011
H -2.1995 -2.2320 -1.7459 0.689 -1.028 -0.060
H -2.0564 -3.7226 -0.8405 -0.328 -0.933 0.457
H 2.1686 3.9082 0.0963 -0.621 -0.321 -0.123
H 0.9044 3.1765 -0.9895 0.432 0.375 -0.503
H 2.7387 2.8234 -1.0495 -0.364 0.023 -0.770
H 2.4321 1.7002 1.1119 0.966 -1.214 1.514
H -0.1019 -1.1306 2.3577 -0.374 -0.542 0.349
H 0.9869 0.2097 2.4375 -0.533 -1.174 -0.341
H -0.0692 1.5517 -0.4329 -1.313 1.140 -2.206
```
Positions in Å, forces in eV/Å.

Record 4
The following is a quantum chemistry calculation of a cluster of 3 separate species, C6H12BrO2 in total, from the Open Molecules 2025 dataset.

As for the highest occupied orbital energy: -2.57 eV. Its net charge is -1. The HOMO-LUMO gap is 0.2153 Eh.

```
21
Properties=species:S:1:pos:R:3:forces:R:3
Br 4.7326 -9.5548 0.4734 1.619 1.496 1.424
C 1.2226 -11.4321 -1.9592 1.341 -0.574 -1.029
C 2.1838 -10.8043 -0.9612 0.984 -1.391 -1.459
O 3.3778 -11.0337 -1.0758 -2.334 -1.208 -1.036
C 1.6393 -9.8287 -0.0206 -0.154 0.807 -0.354
H 0.3034 -11.7715 -1.5464 -0.645 -0.689 0.671
H 1.8044 -12.2083 -2.5191 -0.765 0.377 0.573
H 0.8924 -10.7193 -2.6995 0.095 0.659 -0.254
H 0.5757 -9.6658 -0.1228 -0.288 0.201 -0.503
H 2.2638 -8.9714 -0.3399 -0.692 0.091 1.228
H 1.7861 -10.1243 0.9901 0.772 0.115 0.858
C 3.4778 -7.2682 -2.1874 -1.514 -0.944 -0.858
C 2.0676 -7.5811 -2.6348 -1.166 1.061 2.155
O 1.0637 -7.4018 -1.9052 2.260 -0.132 -1.801
C 1.9786 -8.2919 -3.9046 -0.131 -1.538 -0.322
H 3.3494 -6.5250 -1.4785 0.394 1.809 1.332
H 4.1608 -7.0442 -3.0105 -0.046 -0.140 0.297
H 3.7445 -8.1467 -1.5972 0.771 -0.339 -0.021
H 2.0674 -7.7320 -4.8081 0.644 0.837 -0.466
H 0.9895 -8.6939 -3.9628 -0.579 -0.750 -0.046
H 2.7656 -9.0750 -3.8544 -0.563 0.252 -0.391
```
Positions in Å, forces in eV/Å.

Record 5
The following is a quantum chemistry calculation of the molecule C6H12BrO3P, from the Open Molecules 2025 dataset.

As for the highest occupied orbital energy (spin up / spin down): -7.51 / -8.10 eV. The HOMO-LUMO gap (spin up / spin down) is 0.2660 / 0.2883 Eh. For the relative energy (zero: lowest compared OMol25 entry of this formula, charge and spin), the calculation gives 39.59 kcal per mole.

```
23
Properties=species:S:1:pos:R:3:forces:R:3
C 0.3047 0.9970 1.2907 0.944 0.285 1.897
C -0.9803 0.1566 1.2037 2.688 -2.131 0.501
C 1.0346 0.9204 -1.1338 -1.364 -2.176 0.363
C 1.4228 0.5655 0.2560 -0.242 -0.200 1.079
C 2.7217 1.1866 0.7427 -0.512 0.098 0.240
C -3.2542 -1.5426 -1.4962 0.583 0.279 -1.027
O -0.7284 -2.4052 -0.2459 0.677 -3.884 0.094
O 1.5332 -0.8611 0.4225 0.788 -0.107 -1.254
O -2.4433 -0.6200 -0.7638 0.910 0.147 0.002
P -0.9248 -1.0000 -0.2781 -1.006 5.521 -0.384
Br 1.8357 -0.0770 -2.5489 0.126 0.525 0.141
H 0.0323 2.0998 1.2392 0.662 -1.274 -0.281
H 0.8298 0.8674 2.3835 -1.321 0.242 -2.627
H -0.8782 -0.6092 2.0814 -1.491 1.662 -1.272
H -1.7987 0.7828 0.8933 -0.805 -0.244 1.005
H 0.6546 1.8879 -1.3810 -0.004 0.378 -0.239
H 2.3943 2.0681 1.3056 0.822 0.249 -0.337
H 3.3228 1.3911 -0.1369 0.589 0.266 0.344
H 3.1734 0.4748 1.4490 0.118 0.395 -0.350
H -4.0997 -1.7051 -0.8220 0.245 -1.099 -0.162
H -2.5584 -2.4377 -1.8333 -2.133 1.573 0.618
H -3.7298 -0.9257 -2.3215 0.936 -1.087 0.401
H 2.1359 -1.2143 -0.3060 -1.213 0.582 1.248
```
Positions in Å, forces in eV/Å.

> Number 3 is which compound?

C6H12BrN2